Below is a 15-piece molecular cluster, C70H180N10O30 overall at a distorted geometry, with properties calculated with the ωB97M-V functional and the def2-TZVPD basis.

orbital gap: 8.396 eV
E_HOMO: -8.516 eV
F_max: 0.064 hartree/bohr
total energy: -151810.62397 eV
total charge: 0

The geometry in XYZ format:
```
290
Properties=species:S:1:pos:R:3:forces:R:3:lowdin_charge:R:1
H -10.85258 7.53203 -33.49781 -0.5 0.5 0.4 0.118
C -17.57147 4.41260 -29.04731 0.6 -0.4 -1.3 -0.210
H -4.84328 0.95204 -23.46920 0.0 0.0 0.2 0.098
C -10.68197 11.07431 -20.88082 -0.9 -0.1 0.3 -0.211
C -10.59624 -6.03251 -19.60254 2.4 -0.3 -2.0 -0.191
H -21.31360 -4.00493 -16.49172 -0.1 0.1 0.8 0.109
H -11.50468 7.17370 -21.85223 -0.2 0.0 -0.5 0.087
H -15.51126 -9.23925 -21.50256 0.7 -0.3 0.4 0.069
H -9.20678 8.05834 -35.32218 0.0 -0.2 -0.3 0.124
H -23.18644 -2.57083 -24.97724 -1.0 0.0 0.8 0.109
H -11.76998 -6.33376 -24.81496 -0.5 0.0 0.2 0.109
H -8.41555 6.60790 -34.65665 0.2 -0.2 -0.4 0.120
H -17.86373 -2.99327 -26.93415 -0.4 0.0 0.4 0.081
H -31.09181 -10.71588 -21.70113 0.2 0.0 -0.4 0.087
C -16.04014 0.85684 -18.42676 0.8 -0.5 0.0 -0.250
H -26.89608 -4.39935 -21.81543 -0.1 0.1 -0.3 0.088
C -11.48312 -0.74389 -31.57213 1.6 -0.1 0.2 -0.245
C -24.32942 -3.58211 -26.54084 0.9 0.0 -0.2 -0.179
O -19.80813 -5.44211 -16.06989 0.7 1.2 0.8 -0.208
H -24.33430 -1.42640 -25.87607 -0.4 -0.4 0.4 0.119
C -26.03380 -6.90772 -21.61407 0.1 0.9 -0.6 -0.207
H -23.48997 1.09664 -19.50346 -0.3 0.1 0.2 0.081
H -10.10895 13.13634 -19.55244 -0.1 0.4 0.0 0.096
H -22.17690 0.08016 -26.05618 -0.1 0.1 -0.1 0.115
H -2.39083 -1.17787 -21.52549 -0.2 -0.1 0.5 0.108
H -13.56740 -11.61582 -25.59947 -0.2 -0.9 0.6 0.113
H -25.72542 -11.02694 -21.79269 0.0 -0.3 0.2 0.118
H -11.15812 -7.50539 -20.87598 0.3 -0.2 -0.1 0.108
H -14.17959 -10.27142 -24.64633 -0.1 0.1 0.2 0.117
C -13.69120 1.58725 -26.26415 0.5 1.8 0.1 -0.079
O -23.56863 -4.73557 -26.15749 1.6 1.0 0.9 -0.216
O -25.05958 -5.21800 -13.92031 -1.7 -0.1 0.3 -0.183
H -25.38661 -3.72109 -26.31469 -0.1 0.0 0.3 0.114
H -19.63015 -2.60819 -22.32496 0.3 0.8 -0.1 0.084
C -18.73468 -4.48028 -16.37315 -1.2 -1.4 -0.1 -0.072
H -22.78521 3.07595 -20.94361 0.3 0.7 0.0 0.113
H -13.22577 -8.17206 -21.44902 0.1 -0.4 0.0 0.118
H -17.80464 5.77146 -23.63978 0.2 0.6 0.1 0.116
H -20.91379 4.89649 -21.96335 0.0 0.2 0.0 0.108
N -11.40373 -6.54191 -20.69849 -0.9 0.4 0.7 -0.064
O -13.19560 -5.15228 -25.99373 1.6 -0.5 1.1 -0.085
O -14.40922 -0.96244 -18.64181 -0.1 -0.2 0.2 -0.067
O -8.24187 -7.10958 -19.98603 -0.5 0.7 -0.1 -0.206
C -7.11770 8.27641 -34.97519 0.6 -0.3 -1.0 -0.228
H -20.29597 3.18517 -20.74974 0.4 -0.6 0.4 0.111
H -4.77877 -0.71907 -21.69732 -0.5 -0.3 0.3 0.105
C -9.59830 7.83299 -29.11492 1.4 -0.2 -0.2 -0.104
H -19.62980 -4.16364 -22.84749 0.8 -0.6 -0.2 0.083
C -4.25299 -0.84547 -22.64374 0.7 1.5 0.7 -0.184
H -8.69495 7.53947 -28.58022 0.2 0.3 0.0 0.083
H -12.44193 -1.20758 -31.80403 0.0 0.2 0.0 0.123
C -16.55091 5.54088 -29.08886 -0.4 -0.5 0.4 -0.257
H -20.59632 -0.47931 -27.88864 0.0 -0.2 -0.3 0.117
C -24.05034 -4.18976 -15.72619 1.7 0.2 0.0 -0.182
C -26.68284 -10.53592 -21.96689 -0.4 -0.7 1.1 -0.217
C -18.45576 -2.22224 -27.42720 0.0 0.7 -0.1 -0.094
O -9.50232 -1.04155 -30.13788 0.9 -0.2 -0.5 -0.051
H -10.82005 -0.74043 -32.43725 -0.2 -0.3 -0.4 0.117
C -11.94596 13.96639 -18.62589 1.3 -0.5 0.3 -0.157
H -14.90501 -0.47872 -24.79265 -0.3 0.0 -0.5 0.110
C -23.39626 0.70578 -20.51666 0.9 0.2 0.6 -0.105
H -20.12375 2.01952 -22.08920 0.4 0.5 -0.5 0.120
C -21.07315 -5.05898 -16.63045 2.5 0.6 -1.6 -0.257
C -22.14167 2.46514 -21.57677 0.9 -0.4 -0.5 -0.207
C -14.45340 -11.01471 -25.39510 -0.9 0.9 -1.4 -0.177
H -7.98741 0.51056 -24.72619 -0.4 0.5 -0.3 0.116
H -23.69427 -5.98373 -27.87601 0.7 0.3 -0.2 0.084
C -18.35198 7.91496 -22.38789 0.6 1.3 0.9 -0.156
C -24.10377 -4.26757 -14.20405 0.7 -1.1 -1.4 -0.254
C -7.44790 3.18108 -24.33229 0.6 -0.7 0.4 -0.082
H -16.53116 -8.66273 -20.13905 0.0 -0.1 -0.3 0.089
C -18.83639 5.77715 -23.28826 -0.1 -0.2 0.2 -0.198
O -11.16107 14.76540 -17.70345 -1.1 -0.6 -0.1 -0.189
H -28.65951 -4.92823 -21.89133 0.3 0.2 -0.4 0.091
C -18.76589 -6.89732 -28.01360 1.0 -0.3 -1.5 -0.097
C -27.83593 -11.29352 -21.28606 0.4 -0.2 -0.6 -0.215
H -15.28692 -2.80820 -22.12658 0.0 -0.2 0.0 0.113
H -25.02058 -3.92511 -16.14655 -0.1 -0.5 0.0 0.119
H -14.46479 2.53193 -34.70714 0.0 0.1 -0.1 0.121
H -9.84649 10.79067 -20.24079 0.1 -0.8 0.0 0.112
H -14.79894 -13.08042 -23.91482 0.1 -0.6 0.5 0.086
H -6.74923 -0.51999 -22.89037 -0.6 -0.2 0.1 0.115
H -23.20217 -4.77128 -13.85548 0.9 0.8 0.2 0.116
C -17.50393 -8.08111 -26.51344 -0.1 -1.7 0.3 -0.254
H -19.12480 -3.46277 -16.34942 0.2 0.1 0.4 0.078
O -17.13744 3.27198 -29.84866 0.2 0.2 1.2 -0.089
H -14.90067 -11.14909 -27.48065 -1.2 0.1 -0.2 0.120
H -17.73171 4.11079 -28.01227 -0.1 -0.3 -0.2 0.117
H -17.29653 7.65410 -22.46585 0.3 0.2 0.2 0.084
O -6.66980 7.50448 -36.07434 0.4 -0.1 -1.2 -0.204
H -27.70968 -5.26542 -20.48751 0.1 0.7 0.5 0.084
H -12.37333 11.37742 -19.66008 0.1 -0.6 -0.3 0.106
N -20.51320 4.16577 -22.53402 0.2 -1.4 -0.7 -0.065
N -14.76057 -0.96905 -22.78558 0.4 1.5 -0.3 -0.052
H -17.91576 -4.67600 -15.68091 -0.3 0.2 0.2 0.083
H -22.57841 2.39150 -22.57273 -0.2 0.3 -0.2 0.112
C -14.52418 3.59911 -34.49334 -0.7 0.2 1.8 -0.200
H -16.68589 -9.27990 -25.14292 0.7 -0.9 0.0 0.120
H -15.36268 -2.70451 -23.85799 -0.3 0.1 -0.4 0.118
H -10.90415 1.10778 -31.03649 0.2 -0.3 -0.3 0.077
C -14.91435 0.06855 -23.85005 -0.9 -0.8 -1.5 -0.211
C -21.70349 -0.90112 -26.08901 1.0 -0.1 -0.8 -0.209
H -14.46753 1.06176 -26.82028 0.0 -0.3 0.5 0.085
H -6.45331 -6.05985 -19.71974 0.1 0.1 -0.1 0.085
H -17.43748 -1.37108 -23.64023 -0.5 0.1 -0.2 0.108
H -17.96774 -6.18876 -28.23493 -0.2 0.6 0.2 0.081
H -12.10743 10.39834 -22.29330 -0.8 -0.2 0.2 0.118
N -11.62535 11.87682 -20.11970 -0.8 1.2 0.9 -0.085
H -6.27425 -7.75265 -20.28461 -0.3 -0.2 0.8 0.081
H -17.17670 -10.18158 -26.65508 0.1 -0.3 0.3 0.133
H -5.17565 8.93678 -36.59633 -0.6 0.3 -0.6 0.081
H -19.39370 -2.97409 -24.08480 0.1 0.4 -0.1 0.075
H -22.07428 -6.87557 -16.86454 -0.3 -0.2 0.4 0.125
H -15.43317 -8.83864 -27.76210 -0.4 0.5 -0.2 0.113
H -13.86574 -1.38527 -23.00039 0.7 0.3 0.4 0.098
C -23.80291 -5.95750 -26.79174 -2.4 0.3 0.0 -0.124
H -14.02491 3.05260 -32.63539 0.0 -0.1 -0.1 0.071
H -30.32670 -12.33212 -21.62829 0.2 -0.1 -0.5 0.083
H -15.40511 4.40726 -36.78859 0.0 -0.1 -0.4 0.083
C -15.59200 -2.15562 -22.94462 -1.3 -0.3 1.3 -0.196
H -8.13629 7.93788 -32.64870 0.2 0.1 0.2 0.099
H -12.79020 -7.22257 -19.24610 0.3 -0.2 0.5 0.118
C -17.14052 -1.98836 -22.79236 1.0 -0.1 -0.9 -0.215
H -15.49691 0.76770 -20.32675 0.0 -0.2 -0.1 0.056
H -26.03394 -8.35677 -23.20614 0.3 0.0 -0.3 0.121
H -0.71540 1.49922 -22.12073 0.3 -0.1 0.0 0.089
H -5.16758 7.37170 -37.55486 -0.6 0.2 0.0 0.088
H -13.70183 -5.96750 -26.02088 -0.3 -0.1 -0.1 0.060
H -9.90872 6.31466 -32.81764 0.3 -0.4 0.5 0.114
H -7.25637 4.00268 -23.64209 -0.3 -0.3 0.4 0.084
H -25.25768 -6.24142 -21.99061 0.1 0.2 -0.6 0.111
H -18.62625 4.31109 -21.71409 0.6 0.4 0.2 0.117
H -18.60232 8.41738 -21.45354 0.7 0.3 0.1 0.092
H -12.89099 0.83131 -23.85331 0.3 0.1 -0.5 0.120
H -10.44472 9.01362 -31.36151 0.8 0.3 0.0 0.122
H -12.71960 1.09328 -26.25523 -0.3 -1.0 0.8 0.082
H -17.53605 -1.53293 -21.88448 0.6 0.4 0.3 0.122
C -8.45278 7.69674 -34.62302 -1.0 0.4 0.9 -0.210
H -27.52240 -8.81745 -21.63696 -0.8 0.0 0.7 0.095
H -1.64657 2.02633 -20.66491 1.2 0.2 0.4 0.096
C -9.06569 -5.89987 -20.05137 0.0 0.1 1.4 -0.171
H -21.47438 -1.18203 -25.06106 0.1 -0.1 0.4 0.104
H -25.74499 -6.26259 -12.37783 -0.3 0.2 0.2 0.092
H -27.80700 -12.33076 -21.61987 -0.3 -0.2 -0.3 0.113
H -13.34587 2.39813 -26.90550 -0.8 0.7 0.0 0.074
H -24.12869 -6.11020 -16.56807 -0.3 0.4 0.2 0.094
H -16.56816 -12.89855 -23.79885 0.1 -0.3 0.4 0.094
H -7.13984 9.30890 -35.32386 -0.3 0.3 0.4 0.125
H -24.21794 -3.49701 -27.62178 -0.3 0.3 -0.3 0.114
H -26.82858 -10.56757 -23.04664 -0.2 0.3 -0.3 0.116
H -23.44283 -3.31192 -15.94626 0.3 0.1 -0.2 0.097
O -19.11923 6.79066 -22.30137 -0.7 -2.2 -1.2 -0.179
N -26.62949 -9.21166 -21.37733 -0.6 -0.1 -1.1 -0.062
H -10.72394 -2.58004 -30.80508 0.4 0.0 0.3 0.123
H -21.93987 -6.21187 -15.16755 -0.1 -0.5 0.1 0.111
H -15.86478 5.24204 -34.82543 0.0 0.2 0.1 0.117
H -27.68251 -11.34624 -20.20821 -0.1 0.4 0.2 0.121
H -0.96999 0.33291 -20.74521 0.6 0.2 0.2 0.086
O -19.76567 -2.09768 -26.85693 0.7 0.3 -0.1 -0.210
C -23.67869 -2.29652 -25.91028 0.9 -1.4 -1.1 -0.175
H -25.82201 -4.47725 -12.11455 -0.3 0.2 -0.2 0.089
C -6.87418 -6.84481 -20.34807 -0.7 -0.5 -0.2 -0.116
O -22.13273 1.16375 -21.01197 -0.3 -0.5 -0.2 -0.219
C -13.69407 -7.27155 -21.05167 -0.5 0.1 0.2 -0.234
H -17.90895 -1.28024 -27.38544 0.1 0.2 0.5 0.077
H -12.78088 7.23133 -20.62868 -0.2 -0.6 -0.4 0.086
H -13.91169 0.99615 -18.30932 0.1 0.3 0.3 0.118
H -23.33316 -6.80995 -26.30106 0.4 0.5 0.0 0.089
H -18.40888 -2.45547 -28.49092 -0.8 -0.2 -0.2 0.078
N -23.47153 -5.35245 -16.44955 -0.2 -0.7 -0.4 -0.053
O -29.04688 -10.64302 -21.65221 0.2 -0.2 -0.2 -0.189
C -19.11634 -3.22622 -23.06126 -0.2 -0.4 0.3 -0.100
H -17.04711 3.55993 -30.75999 -0.1 0.2 -0.1 0.061
C -16.65831 -9.32123 -26.23178 -1.6 2.6 -0.5 -0.234
N -8.89259 8.12168 -33.29238 0.6 0.0 -0.3 -0.079
C -11.83177 -5.57708 -25.59709 -0.2 1.6 -1.0 -0.198
C -10.21672 15.58960 -18.28157 1.7 0.6 -0.4 -0.161
C -25.25928 -5.30232 -12.55125 -0.1 -1.1 0.7 -0.133
H -12.37792 14.59128 -19.40756 0.4 -0.1 -0.4 0.116
H -11.03032 -3.55283 -25.90245 -0.1 0.0 0.0 0.114
C -12.35372 7.75104 -21.48630 0.2 0.4 2.2 -0.080
H -10.69993 -6.64425 -18.70637 0.3 -0.1 0.2 0.117
C -11.37854 9.90466 -21.65056 1.5 2.0 0.5 -0.244
H -18.66704 3.59693 -23.28301 0.0 0.2 -0.4 0.121
O -2.62649 0.86400 -21.73675 -2.4 -1.2 -1.2 -0.202
H -9.58294 -0.10618 -29.93741 0.0 0.0 0.2 0.075
H -30.42550 -11.31260 -20.23869 0.3 0.1 0.4 0.081
N -15.35908 -9.06403 -26.78037 0.2 -2.0 0.1 -0.052
H -9.69140 8.91901 -29.11639 -0.3 0.0 0.4 0.088
C -20.35651 -0.78632 -26.87063 -1.2 -0.5 -0.1 -0.194
H -13.11601 -5.63353 -19.73260 0.1 0.4 -0.7 0.130
H -14.65619 0.10187 -16.93355 0.1 0.0 0.0 0.118
O -6.82762 1.98670 -23.78211 -0.6 1.0 0.0 -0.204
O -16.01572 3.83181 -36.32211 0.0 0.2 -0.5 -0.070
H -25.92997 -6.73248 -20.54327 -0.1 -0.9 0.5 0.118
H -24.30967 -5.33527 -12.01716 0.3 0.0 0.1 0.084
H -10.60045 9.61335 -22.35612 0.2 -1.0 0.0 0.112
H -9.95032 -4.63910 -25.03657 0.1 -0.1 0.2 0.108
H -2.12543 -0.60426 -23.11187 0.2 0.3 -0.4 0.113
O -11.70147 0.59909 -31.20115 -1.0 0.5 0.4 -0.071
H -16.35147 -7.77923 -21.68354 -0.2 0.4 0.1 0.080
O -14.10287 2.16697 -24.96657 0.7 -2.2 -1.6 -0.160
H -16.27011 1.71551 -17.79597 -0.2 -0.2 0.1 0.120
H -18.33923 -4.65855 -17.37311 -0.1 -0.1 -0.2 0.077
H -11.39771 -6.00202 -26.50214 0.4 -0.1 0.0 0.106
C -27.64286 -5.15437 -21.56978 -0.3 -0.6 1.3 -0.125
H -18.56179 8.66149 -23.15389 -0.4 -0.3 -0.7 0.084
C -25.78259 -8.33501 -22.14574 0.1 1.5 1.5 -0.209
C -10.04334 7.39566 -32.78043 0.8 0.9 -0.2 -0.214
H -15.63554 5.28415 -28.55568 0.3 -0.5 -0.4 0.116
C -22.13656 -5.99987 -16.21849 -1.3 1.5 0.4 -0.180
C -20.62709 2.92698 -21.75562 -2.9 0.3 1.6 -0.189
H -11.64410 -4.49889 -23.31471 0.0 -0.1 0.3 0.062
H -18.48668 4.72807 -29.54829 -0.3 0.4 0.6 0.116
C -11.03183 12.76920 -19.10343 -0.4 0.3 -0.8 -0.193
H -6.49169 -1.24258 -24.51338 0.3 -0.2 0.1 0.117
C -15.61678 -12.36683 -23.81452 0.1 -2.2 0.2 -0.150
O -14.36935 3.84314 -33.05731 -0.3 -0.1 -0.7 -0.094
H -10.69402 12.23186 -18.21729 -0.1 -0.1 0.3 0.118
H -15.65733 5.39786 -30.82432 0.1 -0.1 0.0 0.074
H -21.94262 -2.65686 -26.97135 -0.2 -0.4 0.1 0.095
H -23.34148 -0.38015 -20.44002 0.0 0.1 -0.1 0.083
H -8.51304 3.02786 -24.50577 -0.1 0.0 0.2 0.081
H -6.44885 1.06868 -25.51154 -0.1 -0.6 -0.4 0.123
H -8.87030 -5.41023 -21.00540 -0.8 -0.2 -0.4 0.109
H -16.88507 -7.20571 -26.31650 0.0 0.3 -0.3 0.121
H -13.85853 -6.62966 -21.91714 -0.8 0.1 -0.2 0.122
H -12.80021 13.59680 -18.05867 0.1 -0.1 0.2 0.113
C -10.30790 7.93227 -31.36964 -1.5 -1.4 -0.8 -0.233
H -10.51883 16.58003 -18.62196 -0.9 0.0 -0.1 0.083
H -19.36274 -6.96593 -28.92309 -0.1 -0.2 0.1 0.083
H -13.71003 4.14130 -34.97426 -0.1 -0.1 -0.4 0.114
H -11.31817 7.58211 -31.15783 -0.2 -0.4 0.7 0.112
H -24.26319 -3.30969 -13.70893 -0.1 0.2 0.0 0.127
H -19.40030 -6.53357 -27.20532 0.2 -0.4 0.3 0.086
C -14.65943 -10.33759 -26.79408 2.3 0.1 1.2 -0.222
H -20.80852 -5.09351 -17.68727 -1.0 -0.1 -0.7 0.120
C -12.74915 -6.58132 -20.12656 -0.2 -1.2 0.2 -0.248
O -27.32656 -6.43502 -22.01114 0.6 -1.3 -1.2 -0.205
H -19.72997 0.01823 -26.48562 0.4 -0.3 0.5 0.114
O -11.86391 8.91490 -20.78348 -0.1 0.2 -1.3 -0.185
C -5.39718 7.86965 -36.61283 0.3 -0.4 1.8 -0.101
H -18.24357 -8.15377 -25.71609 -0.9 0.6 -0.3 0.117
H -4.65822 7.51727 -35.89320 0.4 -0.4 0.1 0.077
C -14.67514 0.27849 -18.00899 -0.9 -0.1 -0.2 -0.235
H -24.29093 0.98464 -21.07332 0.2 0.2 -0.5 0.083
O -11.53594 -3.77778 -23.93913 0.5 -0.1 -0.7 -0.082
C -15.83689 -8.37238 -20.92758 0.0 0.8 0.3 -0.094
H -14.12824 1.70291 -23.00873 0.5 0.6 0.1 0.118
O -14.82685 -7.61186 -20.24768 -0.1 -0.4 -1.4 -0.180
O -18.05445 -8.14301 -27.82572 -0.9 1.2 1.3 -0.172
C -13.91288 1.19796 -23.95040 0.2 0.2 2.4 -0.268
O -9.35773 7.40662 -30.45321 -0.7 0.3 -0.1 -0.183
C -30.25060 -11.29109 -21.31435 -0.2 0.1 0.7 -0.117
C -2.76760 -0.45055 -22.24463 -0.6 -0.6 -1.4 -0.207
C -1.35965 1.18726 -21.29872 -0.5 0.4 0.4 -0.127
O -15.97949 1.34660 -19.73211 0.1 1.2 -1.2 -0.079
H -4.35167 -1.88379 -22.96034 0.5 -0.1 0.2 0.115
H -16.80090 3.80813 -34.49516 0.5 -0.4 0.5 0.123
C -6.95275 0.81962 -24.57766 0.0 -0.1 0.3 -0.234
H -13.68585 -10.02870 -27.17464 0.6 -0.4 0.3 0.108
H -9.65573 15.15365 -19.10820 -0.3 -0.4 -0.3 0.074
N -4.90222 -0.03482 -23.67599 0.9 -0.7 -0.4 -0.074
H -16.92097 6.34737 -28.45584 -0.3 0.5 -0.5 0.115
C -6.30696 -0.37760 -23.87638 0.8 1.7 0.1 -0.210
H -11.39255 -1.43576 -29.58839 -0.3 -0.5 0.2 0.115
O -17.69983 -3.28137 -22.86959 -0.9 -0.4 -0.3 -0.188
H -24.73809 -8.56731 -21.93795 0.2 -0.1 -0.4 0.121
H -9.41891 15.81343 -17.57340 -0.2 -0.2 0.5 0.087
H -15.47656 -11.89732 -22.84086 0.0 1.1 -0.2 0.079
H -6.75197 -6.64422 -21.41246 -0.4 0.8 -0.2 0.078
H -7.00511 3.55564 -25.25519 0.3 -0.6 -0.4 0.078
C -10.76357 -1.54289 -30.47214 -1.6 0.7 -0.1 -0.261
O -16.34696 5.93883 -30.43272 0.0 0.5 0.3 -0.057
C -19.08198 4.41804 -22.69846 -0.8 -0.1 0.6 -0.233
H -15.83491 0.64897 -23.78851 -0.6 -0.7 0.2 0.120
C -10.99230 -4.33954 -25.14896 -1.5 -0.6 0.2 -0.220
H -24.87817 -6.07624 -26.65829 -0.4 -0.8 -0.1 0.078
C -15.87822 4.16005 -34.95658 0.5 0.1 -0.2 -0.253
O -15.66744 -11.70931 -25.01243 1.3 2.2 -1.4 -0.203
H -10.37223 7.31601 -28.54758 -0.7 0.1 -0.6 0.084
N -22.55511 -1.88518 -26.74894 0.3 0.7 -0.6 -0.087
H -8.69037 -5.16338 -19.34086 0.5 0.0 0.4 0.101
H -14.51983 -0.84812 -19.58854 0.1 -0.1 -0.2 0.058
H -16.83443 0.11114 -18.46025 0.0 -0.2 0.9 0.118
H -10.24332 11.74200 -21.62235 0.0 0.0 -0.3 0.112
H -11.02728 -5.04984 -19.41105 0.6 0.2 0.3 0.115
H -6.41855 8.19557 -34.14287 0.2 0.0 0.3 0.123
H -19.49980 5.89082 -24.14563 0.0 0.2 -0.2 0.123
H -13.16263 7.95645 -22.18743 0.3 0.2 -0.3 0.086
```
Forces are in eV/Å.